(1)
Computed, not measured: a molecular structure, C5H7NO2 at a distorted geometry, with the ωB97M-V functional and the def2-TZVPD basis.

Results
- DFT total energy: -399.5295 a.u.
- Gap between HOMO and LUMO: 0.339 hartree
- Total charge: 0
- Strongest force on any atom: 0.364 hartree/bohr
- Energy above the lowest of the compared OMol25 structures with the same formula, charge and spin: 11.867 eV

Geometry as XYZ:
```
15
Properties=species:S:1:pos:R:3:forces:R:3:nbo_charge:R:1
C -2.10227 0.27327 0.23440 0.327 -14.354 -1.069 -0.5389
C -0.79911 0.10727 0.03268 10.280 -5.598 0.576 0.0603
C 0.44539 -0.48529 0.27698 -5.517 1.430 -2.322 0.0770
C 1.36216 -1.38778 0.91500 -1.086 -4.752 -2.305 -0.6369
C 0.24832 0.36559 -0.94874 -0.186 -1.904 -1.400 -0.1741
H -2.31921 0.42447 1.06101 -4.109 3.228 13.499 0.2099
H -3.02350 -0.63090 -0.16021 3.091 1.369 1.300 0.1688
H -2.31747 0.75166 -0.41750 -5.845 12.139 -12.957 0.1980
H 1.01952 -1.87468 1.77279 -0.334 0.059 1.761 0.2405
H 1.89616 -2.49168 0.37648 -2.608 2.627 0.185 0.2173
H 2.29292 -1.07767 0.86453 4.497 2.561 1.146 0.2352
H 0.22674 -0.09267 -2.13720 0.443 1.989 3.431 0.2236
N 0.83946 1.68815 -0.69177 1.890 2.617 -0.304 0.4983
O 1.36004 2.26161 -1.63125 -0.270 -0.246 -0.241 -0.3746
O 0.87084 2.16864 0.45281 -0.573 -1.167 -1.301 -0.4045
```
Positions in Å, forces in eV/Å.

***

(2)
Computed, not measured: a single C10H23O5P molecule at a distorted geometry, with the ωB97M-V functional and the def2-TZVPD basis.

Results
- DFT total energy: -1112.2210 a.u.
- Gap between HOMO and LUMO: 0.356 hartree
- Total charge: 0
- Structure (SMILES): COCCCCCCCCCOP(=O)(O)O
- Strongest force on any atom: 0.125 hartree/bohr
- Energy above the lowest of the compared OMol25 structures with the same formula, charge and spin: 7.118 eV

Geometry as XYZ:
```
39
Properties=species:S:1:pos:R:3:forces:R:3:nbo_charge:R:1
C -4.54248 -3.90421 -2.45787 -0.419 0.018 -0.877 -0.2763
O -3.37096 -3.79843 -1.56230 -1.688 1.185 0.235 -0.5703
C -3.51483 -2.67162 -0.61505 -0.928 0.611 0.490 -0.0714
C -2.38116 -2.66641 0.58907 0.198 -0.565 -0.860 -0.4284
C -0.88463 -3.11068 0.03292 -0.646 0.126 0.482 -0.4103
C 0.35332 -2.47714 0.96327 -0.416 -0.434 -1.602 -0.4208
C 0.78591 -1.07929 0.22672 0.853 0.553 1.440 -0.4128
C 1.92082 -0.19732 1.07545 -0.804 0.986 -0.655 -0.4074
C 2.04937 1.23165 0.21428 0.369 -1.305 -0.699 -0.4195
C 3.47636 2.00295 0.44005 -0.291 -0.134 -0.221 -0.4411
C 3.35060 3.63399 0.63525 2.482 -0.448 -0.395 -0.1015
O 2.14134 4.07410 1.34999 -2.053 1.584 -2.878 -0.7722
P 1.15640 5.11590 0.32228 2.375 4.339 -1.872 2.3261
O 2.00391 6.32510 -0.31789 -3.237 -4.968 2.536 -1.0492
O 0.43864 4.22510 -1.02013 2.335 1.615 2.065 -0.9564
O -0.11343 5.81301 1.34936 2.450 -4.684 -1.397 -0.8930
H -5.58056 -3.74455 -1.89141 2.306 -0.484 -1.016 0.1797
H -4.51404 -4.96612 -2.99011 0.001 2.241 1.447 0.2065
H -4.51371 -3.11022 -3.34655 0.111 -1.429 1.988 0.1766
H -4.59322 -2.75811 -0.11192 2.198 0.192 -0.946 0.1707
H -3.52853 -1.64531 -1.20949 0.291 -2.008 1.108 0.1700
H -2.33191 -1.57785 1.04210 -0.241 -2.239 -0.841 0.2114
H -2.70797 -3.45822 1.39026 0.583 1.756 -1.369 0.2112
H -0.82984 -2.72140 -1.09259 0.227 -1.033 2.463 0.2149
H -0.83850 -4.28863 0.08501 -0.077 2.452 -0.421 0.2179
H 0.02202 -2.35653 2.09046 0.676 -0.086 -2.368 0.2135
H 1.23091 -3.26836 0.89574 -1.641 1.818 0.315 0.2114
H 1.28779 -1.28209 -0.82525 -1.382 0.284 2.087 0.2123
H -0.15296 -0.35139 0.13797 1.910 -1.724 -0.082 0.2054
H 2.95530 -0.75485 1.16298 -2.102 1.118 -0.240 0.2074
H 1.52853 0.10635 2.14936 0.832 -0.919 -2.088 0.2040
H 2.01720 0.88538 -0.92678 -0.083 0.956 2.371 0.2000
H 1.09285 1.87442 0.41712 2.010 -1.105 -0.318 0.2188
H 4.04029 1.49201 1.35679 -1.219 1.335 -1.943 0.2160
H 4.13014 1.83388 -0.54447 -1.271 0.391 2.324 0.2215
H 4.27663 3.95518 1.31488 -2.154 -0.486 -1.465 0.2094
H 3.50456 4.19221 -0.40725 -0.635 -1.153 2.329 0.2118
H 1.06923 4.43289 -1.79074 -1.231 -0.188 1.626 0.5210
H -0.43337 4.99461 1.86851 0.306 1.830 -0.756 0.4934
```
Positions in Å, forces in eV/Å.

***

(3)
Computed, not measured: a molecular structure, C4H7NO2, with the ωB97M-V functional and the def2-TZVPD basis.

Results
- DFT total energy: -361.6282 a.u.
- Gap between HOMO and LUMO: 0.268 hartree
- Total charge: 0
- Strongest force on any atom: 0.009 hartree/bohr
- Energy above the lowest of the compared OMol25 structures with the same formula, charge and spin: 6.876 eV

Geometry as XYZ:
```
14
Properties=species:S:1:pos:R:3:forces:R:3:nbo_charge:R:1
O -0.93784 -0.25305 1.27993 0.064 0.260 0.279 -0.7111
C 0.40554 -0.85663 0.94260 0.290 0.067 0.094 -0.2966
C -1.36514 -0.66367 -0.52779 -0.080 -0.031 -0.167 0.2822
O -1.18895 0.49525 -1.14444 0.033 -0.236 0.152 -0.5016
C 0.10736 0.88162 -1.54319 0.302 0.078 -0.188 0.3553
N 1.17703 0.76189 -0.92247 -0.285 -0.044 -0.024 -0.4088
C 1.33294 0.20363 0.43086 0.010 -0.045 0.069 -0.3325
H -0.85572 0.65342 1.66382 -0.058 -0.258 -0.192 0.4533
H 0.82336 -1.22605 1.89631 -0.104 0.067 -0.375 0.1549
H -0.84256 -1.53002 -0.92405 -0.067 0.367 0.281 0.2303
H -2.38642 -0.79346 -0.18871 0.107 -0.056 -0.097 0.1967
H 0.02969 1.39626 -2.50061 0.020 -0.082 0.171 0.1756
H 2.35759 -0.18866 0.47137 -0.225 0.040 0.030 0.2241
H 1.34312 1.11946 1.06639 -0.007 -0.127 -0.034 0.1781
```
Positions in Å, forces in eV/Å.

***

(4)
Computed, not measured: a single C3H4O molecule at a distorted geometry, with the ωB97M-V functional and the def2-TZVPD basis.

Results
- Expectation value of S²: 2.039
- DFT total energy: -191.7637 a.u.
- Gap between HOMO and LUMO (alpha / beta): 0.304 / 0.292 hartree
- Total charge: 0
- Strongest force on any atom: 0.159 hartree/bohr
- Spin multiplicity: 3
- Energy above the lowest of the compared OMol25 structures with the same formula, charge and spin: 0.746 eV

Geometry as XYZ:
```
8
Properties=species:S:1:pos:R:3:forces:R:3:nbo_charge:R:1
C 0.13206 -0.30607 0.00323 7.152 3.939 -0.034 0.2332
C -1.06118 -0.86173 0.00121 -2.138 -1.973 0.004 -0.2387
C 0.63571 1.09870 0.00392 -2.351 1.540 -0.030 -0.4261
O 1.38377 -0.74353 -0.00465 -2.465 -3.267 0.033 -0.3679
H -1.15304 -1.92998 0.00971 -0.078 -0.404 -0.012 0.2056
H -1.95803 -0.27192 -0.00373 -0.071 0.237 0.008 0.2144
H 0.97353 1.52322 -0.92567 -0.044 -0.030 -0.111 0.1895
H 1.04720 1.49131 0.91600 -0.005 -0.042 0.143 0.1900
```
Positions in Å, forces in eV/Å.

***

(5)
Computed, not measured: a molecular structure, C31H50BF4N8O5Sb2Y at a distorted geometry, with the ωB97M-V functional and the def2-TZVPD basis.

Results
- DFT total energy: -2968.9962 a.u.
- Gap between HOMO and LUMO: 0.282 hartree
- Total charge: 0
- Strongest force on any atom: 0.045 hartree/bohr
- Energy above the lowest of the compared OMol25 structures with the same formula, charge and spin: 2.874 eV

Geometry as XYZ:
```
102
Properties=species:S:1:pos:R:3:forces:R:3:mulliken_charge:R:1
Y 0.35359 0.34933 -0.16423 1.025 -1.399 -0.424 -1.6240
O 0.47591 4.49695 4.34077 0.071 0.192 0.220 -0.5897
C -0.79803 4.72032 4.08144 -0.121 0.054 0.045 0.4109
O -1.39572 5.66110 4.54566 -0.017 0.009 -0.047 -0.6322
C -1.48932 3.76418 3.17145 0.187 -0.039 -0.106 0.2209
C -2.76345 3.97861 2.69933 0.059 0.125 0.160 -0.7968
N -3.05439 2.94499 1.89393 -0.099 -0.069 0.015 -0.2373
N -2.06874 2.06094 1.80928 0.104 -0.052 -0.175 0.3210
C -1.09382 2.54198 2.55979 -0.047 -0.045 0.143 0.1160
C 0.20965 1.80157 2.59337 0.022 0.023 0.356 0.2331
O 1.17260 2.33254 3.15563 0.033 -0.250 -0.074 -0.9598
O 0.25890 0.65425 2.01393 -0.127 0.876 0.253 0.3258
H 0.80770 3.66284 3.90758 -0.023 -0.035 -0.111 0.4429
H -3.44345 4.78955 2.89921 0.012 -0.018 -0.027 0.5627
H -3.88740 2.79293 1.35111 -0.027 0.014 -0.019 0.1574
C -0.92081 -2.00414 3.50828 0.028 0.190 -0.260 -1.0892
Sb -2.13408 -1.06084 1.97652 -0.475 -0.827 0.729 0.4742
C -3.44015 -0.19307 3.46458 0.143 0.059 -0.272 -1.4343
C -3.50800 -2.78244 1.74502 0.303 0.243 -0.097 -1.5370
C -4.65875 -2.31744 0.92120 -0.158 0.011 -0.062 0.6651
C -5.84068 -1.93299 1.56101 0.011 0.001 0.010 -0.7198
C -6.92561 -1.43411 0.86183 -0.009 0.020 0.004 -0.7307
C -6.85196 -1.31717 -0.51863 -0.026 0.019 0.008 -0.7732
C -5.69363 -1.70237 -1.16930 0.031 -0.011 -0.019 -0.6460
C -4.58435 -2.19631 -0.47817 -0.146 0.006 0.050 0.8795
C -3.38138 -2.60004 -1.26555 0.225 0.332 0.037 -1.2921
Sb -2.02569 -0.96890 -1.86406 -0.484 -0.737 -0.969 0.3524
C -3.37335 0.04607 -3.19882 0.137 -0.013 0.400 -1.3881
C -1.20679 -2.18809 -3.45120 0.002 0.113 0.157 -1.4290
H -1.49527 -2.76431 4.03566 -0.037 -0.005 -0.029 0.4672
H -0.62257 -1.22290 4.20730 0.035 -0.025 0.002 0.3938
H -0.02053 -2.43813 3.07359 0.003 -0.018 0.050 0.0851
H -3.65544 -0.95458 4.21298 -0.003 -0.036 -0.019 0.5048
H -4.36728 0.12742 2.99041 0.006 0.024 0.031 0.3752
H -2.96154 0.66116 3.94175 0.008 -0.022 -0.039 0.3967
H -3.82833 -3.07688 2.74377 0.018 -0.010 0.010 0.6641
H -2.96918 -3.61449 1.28914 0.012 0.018 0.035 0.6450
H -5.90478 -2.03927 2.63832 0.010 -0.001 -0.004 0.3838
H -7.82623 -1.14645 1.38962 0.008 -0.015 0.001 0.4020
H -7.69503 -0.93964 -1.08313 0.016 -0.005 -0.007 0.4171
H -5.64020 -1.63102 -2.25034 -0.002 0.000 0.011 0.3714
H -3.68630 -3.03227 -2.21823 0.052 -0.014 -0.028 0.7527
H -2.75772 -3.32617 -0.74458 -0.018 -0.024 -0.037 0.4118
H -3.78426 -0.66645 -3.91193 0.013 -0.042 0.019 0.4834
H -2.80391 0.81516 -3.71714 -0.006 0.012 0.015 0.3836
H -4.16912 0.52257 -2.63008 0.013 0.032 -0.027 0.3398
H -2.01998 -2.64195 -4.01717 -0.023 0.013 0.019 0.5494
H -0.56172 -2.96641 -3.04477 0.017 0.017 -0.003 0.3586
H -0.60496 -1.56703 -4.11370 0.019 -0.018 0.016 0.3204
C 0.71327 -2.85660 0.32821 0.297 -0.069 0.006 -0.3268
N 1.86398 -2.76832 1.19435 0.007 -0.179 0.069 0.6254
C 2.53973 -4.02765 1.45975 -0.004 0.071 -0.045 -0.6610
C 3.82289 -3.55894 2.11979 -0.067 -0.008 0.042 -0.7923
N 3.97988 -2.20639 1.59813 0.109 -0.169 -0.106 0.1948
C 5.08204 -1.45417 2.17055 -0.024 0.078 0.019 -0.9407
C 2.77969 -1.73403 1.12266 -0.096 0.100 -0.003 -0.7142
N 2.45287 -0.56778 0.68216 0.200 0.056 -0.008 0.9656
C 3.45731 0.49303 0.63646 -0.022 0.028 -0.058 -0.8158
C 2.85701 1.82121 0.16284 -0.049 -0.275 -0.150 -1.5096
N 2.15323 1.72064 -1.11413 -0.074 -0.326 0.274 0.8086
C 2.76316 1.89234 -2.24825 -0.235 0.098 -0.117 -0.2416
N 2.07486 1.97903 -3.43234 0.122 -0.143 -0.035 0.2399
C 0.71272 1.56362 -3.66625 0.029 -0.058 0.036 -0.5377
C 2.97710 1.92596 -4.56825 0.005 -0.008 0.015 -0.5740
C 4.29531 2.35089 -3.94285 -0.052 0.081 -0.013 -0.7511
N 4.08973 2.06802 -2.52942 0.143 -0.060 -0.090 0.3507
C 5.20042 2.36399 -1.65284 -0.058 0.011 0.079 -0.8457
H -0.00654 -3.54860 0.76855 -0.080 0.111 0.051 0.6030
H 0.98251 -3.20225 -0.67279 -0.052 0.123 -0.041 0.5002
H 0.24220 -1.87913 0.25903 -0.242 -0.495 0.079 -0.5684
H 2.74122 -4.56468 0.52484 -0.004 0.021 -0.003 0.3079
H 1.92617 -4.65584 2.10585 0.055 -0.050 -0.001 0.3538
H 4.68257 -4.17138 1.84977 0.005 -0.008 0.032 0.4176
H 3.73053 -3.54236 3.21245 -0.003 0.016 -0.009 0.3484
H 5.87142 -2.16694 2.40352 -0.005 -0.015 -0.002 0.3772
H 4.80237 -0.94399 3.09752 -0.006 0.001 -0.005 0.3159
H 5.49027 -0.73536 1.46927 0.007 -0.016 0.029 0.2956
H 4.24121 0.19171 -0.06430 0.056 0.016 0.078 0.7298
H 3.88018 0.68052 1.62589 0.045 0.038 -0.052 0.8848
H 3.63941 2.57801 0.15320 -0.124 0.073 0.163 0.6080
H 2.12589 2.15226 0.90984 0.131 0.077 0.054 -0.2951
H 0.16648 1.51976 -2.73233 -0.074 0.098 0.008 0.0214
H 0.68428 0.58131 -4.14427 0.005 0.021 0.025 0.2117
H 0.21924 2.29394 -4.31016 -0.024 0.017 0.032 0.4203
H 2.63870 2.60528 -5.35127 0.034 0.002 -0.009 0.3819
H 3.02331 0.91044 -4.97318 -0.002 0.000 0.035 0.2170
H 4.49806 3.41799 -4.09427 -0.008 -0.009 -0.007 0.3641
H 5.14081 1.77711 -4.32197 0.016 0.017 0.002 0.4402
H 6.11591 2.20212 -2.21958 0.008 -0.011 -0.016 0.2718
H 5.22912 1.70026 -0.79434 0.059 0.040 -0.071 0.3209
H 5.19636 3.40334 -1.30736 0.017 -0.007 -0.005 0.2971
C -0.35415 3.66289 -0.53841 -0.249 -0.079 0.016 -1.5172
C -0.83505 2.21654 -0.70350 -0.689 2.167 -0.499 1.6688
O -1.91321 2.07782 -1.29910 0.036 -0.178 0.061 -0.7502
H -1.18024 4.36941 -0.65855 0.012 0.006 0.015 0.4338
H 0.38926 3.84172 -1.32010 0.023 0.026 0.002 0.1577
H 0.14279 3.82452 0.42202 0.048 0.011 -0.007 0.2335
F 2.21474 -2.91195 -2.50053 0.032 0.015 0.022 -0.3252
B 2.32011 -1.54799 -2.70487 -0.198 0.095 0.241 -0.2181
F 1.12110 -0.93419 -2.00733 0.183 0.022 0.043 0.6230
F 2.20582 -1.19823 -4.03510 0.015 0.005 -0.027 -0.2937
F 3.44754 -1.00755 -2.11150 -0.032 -0.051 -0.089 -0.3004
```
Positions in Å, forces in eV/Å.